C50H88BrIN11O15S2 | wB97M-V/def2-TZVPD

## Properties
Kohn-Sham gap = 0.2118 Eh
HOMO level = -4.4 eV
total charge = -1

Last column: Löwdin charge in e.
Cartesian coordinates (Å):
C -5.30 -1.29 1.70  -0.1132
C -5.50 -2.41 0.53  -0.2397
N -4.26 -2.60 -0.37  -0.1173
C -3.24 -3.24 0.54  -0.2160
C -2.04 -4.07 -0.16  -0.1366
C -0.76 -3.24 -0.73  -0.0020
C 0.63 -4.15 -0.96  -0.0347
C 0.68 -5.78 -0.57  -0.1596
C 1.39 -5.82 0.94  -0.2869
C 2.85 -6.60 0.93  -0.6383
I 3.78 -6.66 2.96  0.5856
C 2.04 -3.54 -1.57  -0.1061
O 3.22 -4.43 -1.77  -0.0837
C 2.13 -1.97 -2.01  -0.1566
S 3.67 -1.16 -2.78  0.7609
C 3.32 -0.22 -4.36  -0.1953
O 4.83 -2.17 -3.01  -0.4236
O 4.17 -0.10 -1.72  -0.4084
C 0.77 -1.06 -1.77  -0.3011
C -0.65 -1.67 -1.13  -0.1153
N -1.84 -0.76 -0.95  -0.0363
C -1.49 0.54 -0.24  -0.1561
C -2.32 1.13 1.09  0.0085
C -1.90 2.56 1.84  -0.0756
C -0.67 3.50 1.28  -0.4877
Br -0.30 5.23 2.25  0.7475
C 0.17 2.95 -0.02  -0.0560
C 1.44 3.79 -0.65  -0.4698
O 2.69 3.46 -0.27  -0.1506
O 1.29 4.88 -1.63  -0.2559
C -0.23 1.52 -0.73  -0.2956
S 0.76 0.80 -2.20  0.8523
C -4.75 -3.50 -1.47  -0.3053
C -5.25 -5.07 -1.27  -0.0319
O -4.75 -2.97 -2.73  -0.0549
H -6.21 -1.43 2.46  0.0872
H -4.31 -1.37 2.32  0.0686
H -5.48 -0.23 1.21  0.0544
H -5.89 -3.47 0.94  0.1101
H -6.36 -2.01 -0.18  0.1386
H -2.74 -2.36 1.17  0.1350
H -3.78 -3.93 1.31  0.1204
H -1.61 -4.80 0.69  0.1308
H -2.37 -4.82 -1.02  0.1149
H 1.37 -6.39 -1.30  0.1040
H -0.38 -6.28 -0.60  0.0741
H 1.64 -4.70 1.28  0.1177
H 0.64 -6.23 1.77  0.1075
H 2.65 -7.68 0.50  0.0625
H 3.64 -6.01 0.27  0.0603
H 2.92 -5.11 -2.46  0.1227
H 2.21 -0.36 -4.77  0.0797
H 4.09 -0.48 -5.23  0.0897
H 3.45 0.94 -4.16  0.0978
H -2.15 -0.45 -1.92  0.1362
H -3.21 0.55 1.57  0.0476
H -2.51 2.91 2.80  0.0909
H -6.34 -5.11 -1.70  0.0942
H -5.18 -5.29 -0.11  0.0787
H -4.47 -5.73 -1.84  0.0798
C 1.26 7.27 -3.61  -0.0219
C 0.76 8.24 -4.65  -0.5504
O -0.41 8.24 -5.03  0.0001
N 1.65 9.13 -5.17  -0.0096
C 3.05 9.28 -4.86  -0.1049
H 0.43 6.62 -3.29  0.0737
H 2.05 6.64 -4.03  0.0886
H 1.63 7.81 -2.74  0.0891
H 1.24 9.74 -5.86  0.1317
H 3.21 10.30 -4.50  0.0672
H 3.62 9.14 -5.78  0.0762
H 3.39 8.57 -4.11  0.0658
C 6.36 8.99 -1.21  -0.0057
C 5.86 9.96 -2.25  -0.5253
O 4.69 9.97 -2.63  0.0182
N 6.75 10.85 -2.77  -0.0028
C 8.15 11.01 -2.46  -0.0874
H 5.53 8.35 -0.89  0.0898
H 7.15 8.36 -1.63  0.0879
H 6.73 9.54 -0.34  0.0825
H 6.34 11.47 -3.46  0.1427
H 8.31 12.03 -2.10  0.0803
H 8.72 10.86 -3.38  0.0813
H 8.49 10.30 -1.71  0.0759
C -1.20 -8.01 -3.11  0.0003
C -2.05 -8.29 -1.91  -0.5322
O -2.30 -7.43 -1.06  -0.0082
N -2.58 -9.54 -1.77  0.0079
C -2.42 -10.68 -2.65  -0.0766
H -0.86 -6.97 -3.08  0.0827
H -0.32 -8.66 -3.11  0.0905
H -1.77 -8.15 -4.03  0.0886
H -3.14 -9.65 -0.94  0.1409
H -3.41 -10.99 -2.99  0.0509
H -1.96 -11.49 -2.07  0.0853
H -1.79 -10.45 -3.51  0.0804
C 2.83 6.94 2.18  -0.0100
C 2.08 7.63 3.29  -0.5448
O 0.94 7.31 3.60  -0.1021
N 2.71 8.64 3.96  -0.0031
C 4.04 9.16 3.75  -0.0877
H 2.20 6.16 1.74  0.0299
H 3.08 7.66 1.40  0.0901
H 3.74 6.47 2.57  0.0900
H 2.14 9.05 4.69  0.1389
H 4.60 9.05 4.68  0.0789
H 3.95 10.22 3.51  0.0796
H 4.57 8.65 2.94  0.0741
C -8.40 2.05 -0.87  -0.0088
C -7.90 1.56 0.46  -0.5236
O -6.74 1.18 0.62  0.0108
N -8.76 1.55 1.52  0.0014
C -10.14 1.95 1.55  -0.0861
H -7.60 1.99 -1.61  0.0918
H -9.23 1.41 -1.21  0.0840
H -8.73 3.09 -0.78  0.0865
H -8.34 1.21 2.38  0.1441
H -10.25 2.76 2.28  0.0827
H -10.74 1.10 1.86  0.0807
H -10.49 2.30 0.57  0.0755
C 7.09 -3.77 -4.14  -0.0112
C 6.79 -5.15 -4.66  -0.5412
O 5.64 -5.56 -4.80  0.0156
N 7.84 -5.95 -4.99  -0.0111
C 9.25 -5.67 -4.91  -0.0915
H 6.15 -3.25 -3.92  0.0357
H 7.67 -3.84 -3.21  0.0928
H 7.64 -3.20 -4.89  0.0872
H 7.55 -6.86 -5.34  0.1365
H 9.67 -5.77 -5.91  0.0780
H 9.71 -6.41 -4.25  0.0788
H 9.45 -4.66 -4.53  0.0756
C 0.88 2.03 7.28  -0.0203
C 0.39 3.00 6.25  -0.5485
O -0.78 3.00 5.87  0.0100
N 1.27 3.89 5.72  0.0152
C 2.68 4.04 6.03  -0.0795
H 0.06 1.38 7.60  0.0795
H 1.67 1.40 6.86  0.0859
H 1.25 2.57 8.16  0.0738
H 0.86 4.50 5.03  0.1054
H 2.83 5.06 6.39  0.0801
H 3.24 3.90 5.11  0.0868
H 3.02 3.33 6.79  0.0729
C -0.87 4.30 10.66  -0.0090
C 0.29 3.83 11.50  -0.5533
O 1.25 4.56 11.75  0.0150
N 0.26 2.56 11.99  -0.0050
C -0.76 1.56 11.81  -0.0848
H -0.69 5.33 10.35  0.0887
H -0.96 3.67 9.77  0.0806
H -1.79 4.26 11.25  0.0848
H 1.08 2.32 12.54  0.1407
H -1.13 1.27 12.80  0.0800
H -0.31 0.69 11.33  0.0824
H -1.59 1.91 11.20  0.0780
C -5.42 -9.95 -7.01  -0.0119
C -4.91 -10.44 -5.68  -0.5381
O -3.75 -10.83 -5.53  0.0173
N -5.77 -10.45 -4.62  0.0018
C -7.16 -10.05 -4.60  -0.0786
H -4.62 -10.01 -7.75  0.0874
H -6.24 -10.59 -7.35  0.0854
H -5.75 -8.91 -6.93  0.0884
H -5.35 -10.79 -3.77  0.1236
H -7.26 -9.25 -3.86  0.0854
H -7.76 -10.90 -4.28  0.0831
H -7.51 -9.70 -5.57  0.0774

***

C50H91F12N16O2P2 | wB97M-V/def2-TZVPD

## Properties
Kohn-Sham gap (spin up / spin down) = 0.2445 / 0.0716 Eh
HOMO level (spin up / spin down) = -19.6 / -19.6 eV
⟨S²⟩ = 0.7624
spin multiplicity = 2
total charge = +6

Last column: Löwdin charge in e.
Cartesian coordinates (Å):
C 4.64 26.97 -14.00  -0.0599
C 3.51 27.94 -14.58  -0.1147
N 3.21 27.64 -16.01  -0.0448
C 3.46 28.55 -17.03  0.0045
C 2.89 28.04 -18.17  0.0182
N 2.47 26.73 -17.92  -0.0721
C 2.59 26.49 -16.54  0.0425
C 1.72 25.84 -18.85  0.0482
H 4.73 27.04 -12.91  0.0576
H 5.64 27.06 -14.44  0.0571
H 4.32 25.97 -14.27  0.0447
H 3.73 28.99 -14.35  0.1218
H 2.61 27.84 -13.98  0.1042
H 3.89 29.53 -16.91  0.1417
H 2.68 28.44 -19.15  0.1501
H 2.34 25.60 -16.00  0.1380
H 0.78 26.35 -19.06  0.1140
H 1.50 24.95 -18.27  0.0946
H 2.36 25.58 -19.70  0.1172
C 3.68 19.49 -12.51  -0.0187
C 3.43 20.95 -12.07  -0.1316
N 1.97 21.16 -12.00  0.0222
C 1.16 21.63 -13.01  0.1568
C -0.16 21.70 -12.49  0.1597
N -0.13 21.25 -11.17  -0.0173
C 1.18 20.98 -10.91  0.1335
C -1.16 21.14 -10.18  0.0385
H 3.24 18.85 -11.75  0.0954
H 4.72 19.22 -12.70  0.0703
H 3.21 19.35 -13.49  0.0943
H 3.86 21.64 -12.79  0.1076
H 3.82 21.15 -11.07  0.1272
H 1.59 21.88 -13.97  0.1462
H -1.06 22.05 -12.98  0.1658
H 1.53 20.74 -9.91  0.1987
H -1.89 21.95 -10.15  0.0928
H -0.81 21.18 -9.15  0.1236
H -1.57 20.13 -10.21  0.1385
C 2.47 25.05 -11.88  -0.0379
C 1.46 26.04 -11.31  -0.1563
N 0.30 25.37 -10.80  -0.0379
C -0.86 25.05 -11.54  0.0501
C -1.86 24.57 -10.61  0.0075
N -1.33 24.69 -9.39  -0.0933
C -0.01 25.07 -9.50  0.0642
C -2.00 24.44 -8.11  0.0557
H 3.36 25.57 -12.24  0.0452
H 1.99 24.39 -12.61  0.0630
H 2.82 24.31 -11.16  0.0660
H 1.05 26.79 -11.99  0.1340
H 1.93 26.61 -10.51  0.1310
H -0.93 25.25 -12.60  0.1350
H -2.91 24.31 -10.72  0.1545
H 0.60 25.25 -8.62  0.1592
H -1.27 24.05 -7.40  0.1134
H -2.71 23.62 -8.26  0.1134
H -2.32 25.40 -7.73  0.1297
C 9.38 29.27 -14.18  -0.0482
C 8.79 28.51 -12.98  -0.1741
N 8.31 29.48 -11.94  -0.0336
C 7.02 29.82 -11.64  -0.0239
C 6.96 30.69 -10.52  0.0152
N 8.31 30.97 -10.22  -0.0789
C 9.16 30.35 -11.21  0.0836
C 8.83 32.02 -9.27  0.0474
H 8.60 29.83 -14.70  0.0880
H 9.86 28.64 -14.92  0.0829
H 10.11 30.00 -13.84  0.0792
H 9.53 27.78 -12.63  0.1118
H 7.95 27.86 -13.21  0.0864
H 6.23 29.23 -12.09  0.1174
H 6.19 31.11 -9.90  0.1369
H 10.22 30.51 -11.33  0.1550
H 9.77 32.38 -9.68  0.1061
H 9.02 31.50 -8.33  0.0887
H 8.06 32.79 -9.13  0.1108
C 11.87 16.51 -13.75  -0.0314
C 11.21 17.50 -12.78  -0.1650
N 10.25 18.42 -13.31  -0.0421
C 10.12 18.95 -14.56  -0.0036
C 9.12 19.93 -14.60  -0.0025
N 8.48 19.92 -13.36  -0.0415
C 9.22 19.04 -12.59  0.0060
C 7.20 20.61 -12.99  0.0309
H 11.25 15.68 -14.10  0.1007
H 12.80 16.14 -13.33  0.0994
H 12.31 17.08 -14.57  0.0740
H 11.98 18.16 -12.39  0.1268
H 10.68 16.99 -11.97  0.1395
H 10.75 18.58 -15.35  0.1390
H 8.85 20.39 -15.54  0.1272
H 9.00 18.82 -11.56  0.1630
H 6.64 19.96 -12.32  0.0812
H 6.51 20.73 -13.82  0.0925
H 7.39 21.49 -12.37  0.0700
C 16.00 23.00 -9.14  -0.0305
C 14.70 23.61 -8.57  -0.1563
N 13.41 23.13 -9.13  -0.0378
C 12.17 23.60 -8.61  0.0206
C 11.10 23.14 -9.44  0.0308
N 11.77 22.37 -10.40  -0.1056
C 13.14 22.49 -10.33  0.0384
C 11.07 21.64 -11.42  -0.0240
H 15.92 21.94 -8.93  0.0928
H 16.89 23.48 -8.72  0.1037
H 16.00 23.18 -10.22  0.0705
H 14.58 24.69 -8.62  0.1286
H 14.61 23.42 -7.50  0.1341
H 12.22 24.16 -7.69  0.1339
H 10.03 23.11 -9.38  0.1294
H 13.97 22.23 -10.96  0.1539
H 10.35 21.01 -10.89  0.0979
H 11.79 21.05 -11.98  0.0981
H 10.42 22.26 -12.04  0.0696
C 8.16 25.44 -15.03  -0.0292
C 8.33 23.90 -15.29  -0.1453
N 9.75 23.49 -15.43  -0.0012
C 10.24 22.73 -16.52  0.0052
C 11.60 22.56 -16.39  0.0192
N 11.91 23.05 -15.13  -0.0912
C 10.87 23.70 -14.60  0.0211
C 13.17 22.86 -14.42  0.0144
H 8.64 25.74 -14.10  0.0430
H 7.11 25.71 -14.93  0.0632
H 8.80 25.97 -15.73  0.0867
H 7.83 23.61 -16.21  0.1105
H 7.83 23.37 -14.48  0.1027
H 9.65 22.44 -17.38  0.1458
H 12.28 22.05 -17.05  0.1516
H 10.91 24.23 -13.66  0.1570
H 13.08 23.10 -13.36  0.0765
H 14.03 23.35 -14.89  0.1182
H 13.49 21.82 -14.41  0.1058
C 4.92 27.89 -8.98  -0.0424
C 5.68 27.83 -7.61  -0.1317
N 7.10 27.68 -7.78  -0.0234
C 8.09 28.37 -7.15  -0.0298
C 9.32 28.09 -7.64  -0.0245
N 9.16 27.12 -8.60  -0.0689
C 7.83 26.85 -8.66  0.0642
C 10.27 26.51 -9.36  0.0293
H 4.87 26.95 -9.52  0.0570
H 5.39 28.61 -9.65  0.0413
H 3.84 28.01 -8.82  0.0786
H 5.33 27.01 -6.99  0.1359
H 5.54 28.71 -6.98  0.1355
H 7.82 29.04 -6.34  0.1492
H 10.29 28.44 -7.33  0.1457
H 7.40 26.04 -9.24  0.1422
H 9.90 25.85 -10.15  0.0730
H 10.83 25.91 -8.65  0.0758
H 10.84 27.32 -9.82  0.1030
C 6.16 24.06 -11.97  -0.0131
C 7.54 24.60 -11.65  -0.8116
O 7.76 25.81 -11.59  -0.0720
O 8.41 23.77 -11.43  -0.0514
H 5.76 23.94 -10.96  0.0799
H 6.04 23.06 -12.39  0.0378
H 5.42 24.68 -12.48  0.0384
P 3.44 23.51 -7.64  0.2639
F 3.82 22.16 -6.86  -0.1495
F 3.79 22.87 -9.13  -0.2068
F 1.86 23.03 -7.66  -0.2075
F 3.00 24.96 -8.39  -0.2192
F 3.16 24.06 -6.11  -0.1759
F 5.00 23.93 -7.34  -0.1844
P 4.30 22.64 -15.99  0.2018
F 2.69 22.51 -15.90  -0.1592
F 4.53 21.05 -15.45  -0.2032
F 4.14 22.21 -17.56  -0.1390
F 5.91 22.60 -16.10  -0.1856
F 4.24 24.14 -16.56  -0.1622
F 4.61 23.27 -14.56  -0.1709

***

| no. | E_tot (eV) |
| --- | --- |
| 1 | -200174.166 |
| 2 | -132396.081 |